No. 1
The molecule C22H20N2O5S. Source: the Open Molecules 2025 dataset; level of theory: the ωB97M-V functional and the def2-TZVPD basis.

total energy: -1734.25690 a.u.
structure (SMILES): Cc1ccc(S(=O)(=O)NC[C@@]23C=C[C@@H](O2)[C@H]2C(=O)N(c4ccccc4)C(=O)[C@H]23)cc1
HOMO level: -9.29 eV
energy relative to the best compared isomer or geometry (same formula, charge and spin): 118.9 kJ/mol
total charge: 0
orbital gap: 9.855 eV

Last column: natural (NBO) charge in e.
Element x y z (Å)
1 C -3.05574 2.81201 -1.66337  -0.636
2 C -2.47520 1.48332 -2.03556  0.013
3 C -1.25101 1.40642 -2.69099  -0.181
4 C -0.68812 0.17856 -2.99088  -0.191
5 C -1.35868 -0.97292 -2.63211  -0.358
6 S -0.59699 -2.55174 -2.91169  2.308
7 O -1.58283 -3.56812 -3.13222  -0.936
8 O 0.47155 -2.41932 -3.86471  -0.942
9 N 0.05391 -2.87424 -1.38088  -0.853
10 C 1.28252 -2.16291 -1.12475  -0.249
11 C 1.71234 -2.29124 0.32317  0.245
12 C 2.20213 -3.64897 0.80252  -0.214
13 C 3.00528 -3.39633 1.82550  -0.198
14 C 2.99182 -1.89024 1.97117  0.057
15 O 2.81250 -1.45069 0.63934  -0.498
16 C 1.59605 -1.55882 2.59779  -0.328
17 C 1.49857 -0.06097 2.81452  0.713
18 O 2.08978 0.58364 3.63617  -0.558
19 N 0.62187 0.44249 1.87012  -0.509
20 C 0.32505 1.82368 1.72150  0.208
21 C 0.07859 2.60796 2.83981  -0.212
22 C -0.21012 3.95142 2.67747  -0.207
23 C -0.26294 4.50708 1.41038  -0.212
24 C -0.01781 3.71756 0.29922  -0.203
25 C 0.28172 2.37555 0.44816  -0.229
26 C 0.03313 -0.53120 1.07832  0.722
27 O -0.83813 -0.32504 0.27778  -0.565
28 C 0.66674 -1.85887 1.42412  -0.343
29 C -2.58330 -0.92428 -1.99902  -0.132
30 C -3.13999 0.30627 -1.70632  -0.207
31 H -2.72306 3.59008 -2.34598  0.216
32 H -2.72961 3.08001 -0.65779  0.234
33 H -4.14225 2.77708 -1.66757  0.220
34 H -0.73291 2.31479 -2.96347  0.205
35 H 0.25698 0.09537 -3.50555  0.240
36 H 0.13415 -3.87462 -1.26552  0.396
37 H 2.10671 -2.49823 -1.76968  0.215
38 H 1.08975 -1.11169 -1.34961  0.225
39 H 1.89490 -4.58463 0.38141  0.222
40 H 3.53219 -4.06521 2.47557  0.229
41 H 3.83860 -1.40578 2.44713  0.230
42 H 1.41728 -2.10876 3.51975  0.249
43 H 0.12188 2.17230 3.82503  0.230
44 H -0.39797 4.56415 3.54608  0.217
45 H -0.49265 5.55504 1.28901  0.215
46 H -0.05129 4.14925 -0.68958  0.214
47 H 0.47363 1.75751 -0.41441  0.230
48 H -0.09013 -2.62593 1.57074  0.256
49 H -3.07447 -1.84943 -1.74613  0.237
50 H -4.09442 0.35863 -1.20399  0.215



No. 2
A structure of composition C25H64N4O12Sr at a distorted geometry. Source: the Open Molecules 2025 dataset; level of theory: the ωB97M-V functional and the def2-TZVPD basis.

total energy: -2143.11406 a.u.
HOMO level: -3.55 eV
total charge: 0
orbital gap: 2.536 eV

Last column: Mulliken charge in e.
Element x y z (Å)
1 Sr 3.55996 0.00108 0.16187  1.323
2 C -0.50643 -0.18443 -2.13013  0.648
3 O -1.42930 0.19209 -2.85838  -0.770
4 O -0.48075 0.12285 -0.93459  -0.727
5 O 0.54190 -0.68235 -2.54504  -0.745
6 C 3.26787 -0.59266 4.10513  -0.835
7 O 3.06853 0.55649 3.22205  -0.030
8 C 2.72335 1.71373 3.96058  -0.751
9 C 2.53607 2.89602 3.00368  -0.841
10 N 3.71130 3.07779 2.12871  -0.073
11 C 3.53913 4.23013 1.27294  -0.814
12 C 4.47696 4.17817 0.09109  -0.849
13 O 4.37939 2.88877 -0.55596  -0.115
14 C 3.64158 2.97917 -1.75852  -1.047
15 H 3.55763 -1.51085 3.59418  0.243
16 H 2.34205 -0.80945 4.63802  0.312
17 H 4.05991 -0.40662 4.83050  0.339
18 H 3.54808 1.92948 4.63983  0.376
19 H 1.89083 1.55754 4.64660  0.453
20 H 2.31941 3.76025 3.63158  0.357
21 H 1.58719 2.69818 2.50507  0.427
22 H 4.55473 3.36240 2.60591  0.220
23 H 3.72884 5.11435 1.88143  0.442
24 H 2.50966 4.31958 0.92608  0.414
25 H 5.45450 4.39737 0.52059  0.368
26 H 4.28494 5.02868 -0.56302  0.401
27 H 3.79214 2.13785 -2.43500  0.362
28 H 3.89031 3.87238 -2.33158  0.349
29 H 2.56101 3.07060 -1.64853  0.432
30 C -4.53412 0.47894 8.19160  -0.775
31 O -4.19698 0.82247 6.85388  -0.314
32 C -4.00545 -0.33786 6.01295  -0.338
33 C -3.71358 0.13240 4.59041  -0.627
34 N -3.69590 -0.95722 3.62868  -0.297
35 C -5.01550 -1.54632 3.27277  -0.522
36 C -4.85534 -2.76524 2.37018  -0.592
37 O -6.00950 -3.55580 2.11357  -0.367
38 C -6.89686 -2.95897 1.15077  -0.659
39 H -4.41613 1.41323 8.74050  0.292
40 H -3.77562 -0.10662 8.71111  0.310
41 H -5.54758 0.13999 8.40638  0.287
42 H -4.89380 -0.96553 6.08346  0.287
43 H -3.10654 -0.88265 6.30151  0.255
44 H -2.81068 0.74127 4.63674  0.359
45 H -4.58479 0.75957 4.40125  0.297
46 H -3.22236 -0.70594 2.77268  0.282
47 H -5.53107 -0.75000 2.73596  0.347
48 H -5.61400 -1.75770 4.15889  0.270
49 H -4.22025 -3.42276 2.96384  0.306
50 H -4.31059 -2.57705 1.44501  0.393
51 H -6.96291 -1.87525 1.24711  0.258
52 H -7.93294 -3.26203 1.30173  0.273
53 H -6.60243 -3.21866 0.13393  0.276
54 C 2.97926 -3.85671 0.50970  -0.894
55 O 4.23797 -3.26703 0.29428  -0.178
56 C 4.97575 -4.05750 -0.71839  -0.783
57 C 6.23698 -3.28489 -1.00883  -0.806
58 N 6.04186 -1.94204 -1.44979  -0.026
59 C 7.30251 -1.18978 -1.61349  -0.921
60 C 7.96864 -0.90447 -0.21993  -0.704
61 O 6.97314 -0.49945 0.71175  -0.062
62 C 7.44768 -0.29482 2.01450  -0.721
63 H 3.09706 -4.93870 0.56910  0.323
64 H 2.26130 -3.71283 -0.29773  0.392
65 H 2.62484 -3.53949 1.49044  0.262
66 H 4.41534 -4.17767 -1.64553  0.421
67 H 5.14765 -5.03378 -0.26515  0.405
68 H 6.83093 -3.88164 -1.70109  0.426
69 H 6.80507 -3.23351 -0.07999  0.309
70 H 5.68526 -2.06314 -2.38694  0.258
71 H 7.05538 -0.27393 -2.15038  0.371
72 H 7.95038 -1.70788 -2.32056  0.396
73 H 8.70827 -0.13458 -0.43975  0.392
74 H 8.58188 -1.66140 0.26903  0.495
75 H 8.10927 -1.12289 2.26884  0.334
76 H 6.64054 -0.17863 2.73778  0.125
77 H 8.04041 0.61992 2.02009  0.319
78 C -0.05607 0.48905 -8.30175  -0.517
79 O -0.97849 1.31060 -7.66662  -0.511
80 H -0.34421 -0.56147 -8.34022  0.220
81 H 0.15646 0.80729 -9.32237  0.241
82 H 0.86884 0.53688 -7.72699  0.232
83 H -1.17023 0.88838 -6.82605  0.334
84 C 2.16493 -4.31601 -6.54057  -0.572
85 O 2.87465 -3.14221 -6.06776  -0.511
86 H 2.21388 -4.40550 -7.62578  0.233
87 H 2.46292 -5.20362 -5.98250  0.245
88 H 1.09283 -4.27366 -6.34845  0.272
89 H 2.36317 -2.73467 -5.36498  0.332
90 C -7.61182 4.20105 -1.85749  -1.398
91 C -6.91463 2.85116 -1.77724  0.697
92 C -7.06335 1.91736 -2.98027  -0.797
93 O -8.45863 1.87803 -3.32587  -0.301
94 C -8.62451 1.20968 -4.55903  -0.812
95 N -5.53498 3.02443 -1.45323  -0.794
96 H -7.53649 4.74261 -2.80044  0.275
97 H -7.23252 4.86198 -1.07814  0.393
98 H -8.65829 3.92758 -1.72252  0.320
99 H -7.33294 2.30838 -0.92959  0.213
100 H -6.68853 0.94408 -2.66349  0.385
101 H -6.45154 2.19086 -3.83991  0.356
102 H -8.53894 0.12829 -4.45240  0.306
103 H -8.02763 1.47300 -5.43225  0.337
104 H -9.62612 1.43718 -4.92388  0.273
105 H -5.01343 2.95805 -2.31560  0.263
106 H -5.10751 2.14723 -1.19264  0.283



No. 3
A structure of composition C33H33EuIN4O4S2 at a distorted geometry. Source: the Open Molecules 2025 dataset; level of theory: the ωB97M-V functional and the def2-TZVPD basis.

total energy: -3601.56299 a.u.
HOMO level (alpha / beta): -3.81 / -7.09 eV
energy relative to the best compared isomer or geometry (same formula, charge and spin): 562.7 kJ/mol
2S+1: 8
total charge: 0
orbital gap (alpha / beta): 3.880 / 4.087 eV

Last column: Mulliken spin population.
Element x y z (Å)
1 Eu 0.12863 -1.14878 -0.15380  4.130
2 C 3.26613 0.73940 2.88212  -0.004
3 C 1.90218 1.34064 2.98083  0.215
4 N 1.73879 2.37348 3.77617  0.102
5 C 0.52380 2.95444 3.81574  0.231
6 C -0.57917 2.57559 3.06637  0.028
7 C -1.87571 3.31931 3.27640  0.049
8 O -2.42309 3.93138 2.11611  0.009
9 C -0.46746 1.44358 2.21898  0.033
10 C -1.59020 1.05838 1.43561  0.381
11 N -1.91883 -0.13999 0.94863  0.297
12 C -3.21320 -0.19136 0.39558  -0.079
13 C -4.24325 0.60723 0.92946  0.069
14 C -5.51566 0.64668 0.39442  -0.030
15 C -5.83314 -0.12957 -0.70935  0.063
16 C -4.86723 -0.97473 -1.22748  -0.035
17 C -3.60102 -1.01598 -0.66764  0.050
18 I -2.30104 -2.45589 -1.55842  0.008
19 C 0.83532 0.78988 2.18585  0.283
20 O 1.07161 -0.21722 1.42648  0.311
21 H 4.00366 1.47173 3.20087  0.004
22 H 3.45997 0.42424 1.85682  0.000
23 H 3.34432 -0.13330 3.53534  0.018
24 H 0.44904 3.79250 4.50297  -0.003
25 H -1.71616 4.07009 4.05704  -0.001
26 H -2.64159 2.63057 3.64308  -0.004
27 H -1.84942 4.65380 1.83909  0.001
28 H -2.26055 1.88832 1.25806  0.049
29 H -4.03868 1.21159 1.80247  0.008
30 H -6.26047 1.28999 0.84470  -0.001
31 H -6.81842 -0.10079 -1.15495  0.005
32 H -5.09700 -1.60100 -2.07892  -0.001
33 C 3.49690 -2.66187 1.82461  -0.013
34 C 2.15305 -3.03795 1.27339  -0.019
35 C 1.02359 -3.04914 2.09479  -0.001
36 C -0.17523 -3.61939 1.66992  0.006
37 C -1.36824 -3.68117 2.58296  -0.007
38 C -0.22006 -4.20614 0.40199  0.011
39 C 0.85867 -4.12458 -0.47895  -0.026
40 C 0.81664 -4.79702 -1.82492  -0.001
41 C 2.03074 -3.49466 -0.04275  0.051
42 H 3.51569 -2.79372 2.90643  0.000
43 H 3.73332 -1.62460 1.60050  0.008
44 H 4.27449 -3.27800 1.37548  0.001
45 H 1.11121 -2.69795 3.11655  0.006
46 H -1.05677 -3.71017 3.62666  0.000
47 H -1.97442 -4.56089 2.37028  0.000
48 H -1.99902 -2.79826 2.44785  0.001
49 H -1.08817 -4.78807 0.12061  0.003
50 H 0.76941 -4.06337 -2.63246  0.001
51 H -0.05042 -5.45124 -1.90925  0.003
52 H 1.71850 -5.39083 -1.97637  0.001
53 H 2.91067 -3.51664 -0.67547  0.006
54 O 0.90260 2.84045 -4.20542  0.004
55 C -0.42162 2.80475 -3.98334  0.033
56 C -1.23269 3.68317 -4.70267  -0.016
57 C -2.60195 3.68482 -4.52654  0.029
58 C -3.19377 2.80151 -3.62620  -0.018
59 C -2.39579 1.93446 -2.90752  0.023
60 C -1.00440 1.92142 -3.06494  -0.013
61 C -0.20425 0.97518 -2.27164  0.103
62 O -0.81831 0.14385 -1.48571  0.008
63 N 1.09436 0.97894 -2.38754  -0.041
64 N 1.76145 -0.00911 -1.65394  0.021
65 C 3.07017 0.19955 -1.69033  0.481
66 S 4.20535 -0.93493 -1.00778  0.058
67 C 5.53167 0.30474 -0.88616  0.016
68 C 5.48695 1.11306 -2.16378  0.003
69 S 3.75784 1.62131 -2.45596  0.080
70 H 1.33257 2.16523 -3.63472  0.000
71 H -0.75580 4.35885 -5.40144  -0.001
72 H -3.21935 4.37763 -5.08490  0.003
73 H -4.26730 2.78737 -3.48610  0.000
74 H -2.83669 1.24708 -2.19983  0.007
75 H 6.47394 -0.22573 -0.75537  0.002
76 H 5.33420 0.92784 -0.01400  -0.001
77 H 5.81780 0.52229 -3.01665  0.003
78 H 6.09030 2.01769 -2.09800  -0.002



No. 4
A cluster of 2 separate species, C5H13NO in total at a distorted geometry. Source: the Open Molecules 2025 dataset; level of theory: the ωB97M-V functional and the def2-TZVPD basis.

total energy: -328.21933 a.u.
structure (SMILES): C=CCCCN.O
HOMO level: -9.28 eV
energy relative to the best compared isomer or geometry (same formula, charge and spin): 261.3 kJ/mol
total charge: 0
orbital gap: 9.956 eV

Last column: natural (NBO) charge in e.
Element x y z (Å)
1 C -1.44096 -0.46286 2.20472  -0.400
2 C -1.19965 0.34017 1.15960  -0.162
3 C -1.66798 0.14859 -0.30452  -0.444
4 C -0.90303 -0.62059 -1.23369  -0.429
5 C 0.23402 0.40679 -1.70429  -0.210
6 N -0.09530 1.42329 -2.69756  -0.819
7 H -1.91268 -1.42041 2.05658  0.189
8 H -1.04258 -0.34371 3.17494  0.200
9 H -0.40027 1.16342 1.24276  0.184
10 H -2.67114 -0.30291 -0.20079  0.209
11 H -1.81040 1.17395 -0.78090  0.196
12 H -1.64284 -0.89123 -1.96022  0.205
13 H -0.28734 -1.47745 -0.91172  0.217
14 H 1.06095 -0.19762 -2.13354  0.184
15 H 0.53590 0.83237 -0.73939  0.180
16 H -0.70305 0.84034 -3.34044  0.350
17 H -0.69323 2.16505 -2.25816  0.350
18 O 4.01948 -1.14997 2.35995  -0.950
19 H 4.51538 -0.74522 3.14697  0.475
20 H 3.42808 -0.43248 1.97632  0.475